# 1
Formula: C7H14N5
Source: the OMol25 dataset
Level of theory: wB97M-V/def2-TZVPD

```
26
Properties=species:S:1:pos:R:3:forces:R:3:nbo_charge:R:1
C 1.54021 -3.44233 -0.29455 0.07 -2.61 -1.21 -0.633
C 1.19946 -2.04865 0.10381 1.08 -0.35 1.83 -0.425
C -0.22455 -1.69462 -0.16442 -0.02 0.29 -2.78 -0.205
N -0.40083 -0.26988 -0.18284 -0.81 2.30 -0.59 -0.444
C -1.45707 0.33598 -0.95133 -1.65 -1.65 0.82 -0.058
N -1.07902 1.70613 -1.16920 0.75 -1.56 2.50 -0.510
C -0.59758 2.44111 -0.20652 0.24 -0.55 -1.53 0.705
N -0.15269 3.67117 -0.47569 -1.01 -2.31 -0.34 -0.725
N -0.48188 1.85772 1.02486 -0.38 -1.14 -1.94 -0.447
C 0.06162 2.64067 1.92299 0.27 -0.78 0.70 0.353
N 0.63799 3.24730 2.68443 0.95 1.57 1.63 -0.215
C -0.22974 0.37795 1.07711 0.55 -1.99 0.71 -0.038
H 0.76082 -4.19520 -0.25950 -0.83 0.16 0.79 0.217
H 1.76799 -3.60617 -1.35379 0.21 0.95 -0.19 0.220
H 2.36178 -3.97248 0.17727 0.29 0.63 0.57 0.238
H 1.93417 -1.44522 -0.40464 -0.12 0.86 -0.13 0.225
H 1.36052 -1.91441 1.22060 0.09 -0.25 -1.15 0.199
H -0.52744 -1.95357 -1.22286 0.38 -0.39 1.13 0.208
H -0.83325 -2.22949 0.52889 -0.93 -0.34 0.60 0.194
H -2.48347 0.36812 -0.43021 1.17 -0.29 -0.50 0.183
H -1.57343 -0.27118 -1.86604 0.05 0.86 0.11 0.247
H -1.31234 2.20938 -1.91930 -1.15 1.64 -4.02 0.412
H -0.28196 4.17448 -1.33484 -0.11 0.01 -0.02 0.444
H 0.03889 4.08217 0.36148 1.13 2.73 2.20 0.419
H -0.83006 -0.16465 1.82959 -0.38 1.05 0.23 0.201
H 0.80184 0.09568 1.30469 0.16 1.15 0.60 0.236
```
Forces are in eV/Å.

The relative energy (zero: lowest compared OMol25 entry of this formula, charge and spin) comes out at 97.13 kJ/mol. The value obtained for the HOMO energy is -13.11 eV. Its net charge is +1. The SMILES is CCCN1CNC(=[NH2+])N(C#N)C1. The LUMO energy is -3.1998 eV. As for the frontier orbital gap: 0.3643 hartree.

***

# 2
Formula: C4H10N4
Source: the OMol25 dataset
Level of theory: wB97M-V/def2-TZVPD

```
18
Properties=species:S:1:pos:R:3:forces:R:3:nbo_charge:R:1
C -0.36034 0.09388 0.54803 -1.83 -3.53 -2.26 0.055
N -0.85852 -1.60655 -0.18523 -0.54 1.89 1.23 -0.550
C 1.01885 -0.14072 0.26440 3.45 4.23 2.43 0.147
N -2.04803 -1.38135 -0.95762 0.17 -0.42 0.38 -0.708
N -1.04936 1.02250 -0.23892 -0.10 -0.01 0.02 -0.801
C 1.60936 2.34551 0.73140 -0.41 -0.14 -0.51 -0.087
C 1.91311 -0.94427 -0.27470 -0.65 -0.13 0.00 -0.398
N 1.82613 1.16923 1.14278 -0.51 -1.85 -1.70 -0.441
H -1.09487 -2.05556 0.70342 -0.18 -0.21 -0.42 0.322
H -0.61393 0.10688 1.60777 0.02 0.00 -0.17 0.212
H -2.91018 -1.63776 -0.47187 0.36 0.04 -0.18 0.341
H -1.98676 -1.91881 -1.82156 0.05 0.13 0.38 0.359
H -2.02699 1.00645 0.03940 0.09 0.22 -0.06 0.372
H -1.05397 0.68200 -1.20783 0.09 0.28 0.37 0.389
H 0.83226 2.62155 -0.00840 0.41 -0.24 0.15 0.165
H 2.21843 3.19156 1.09383 -0.25 -0.43 0.30 0.165
H 2.96519 -0.69799 -0.18670 -0.13 0.03 0.05 0.225
H 1.61962 -1.85657 -0.77820 -0.05 0.14 -0.01 0.234
```
Forces are in eV/Å.

The relative energy (zero: lowest compared OMol25 entry of this formula, charge and spin) comes out at 500.62 kJ/mol. The value obtained for the HOMO energy is -7.94 eV. Its net charge is 0. The LUMO energy is 0.8365 eV. As for the frontier orbital gap: 0.3226 hartree.

***

# 3
Formula: C40H66ClN6OPPd
Source: the OMol25 dataset
Level of theory: wB97M-V/def2-TZVPD

```
116
Properties=species:S:1:pos:R:3:forces:R:3:mulliken_charge:R:1
Pd 0.06542 0.58492 0.87294 -1.03 1.67 -0.52 0.555
C -3.68161 -2.54047 7.04846 -0.06 0.10 0.02 -2.002
C -2.81059 -1.83607 5.99435 0.03 -0.07 -0.09 2.493
C -1.79202 -2.86865 5.46862 0.00 0.07 -0.02 -1.568
C -3.70199 -1.44348 4.79982 0.18 0.10 0.12 -1.499
C -2.07992 -0.59599 6.64363 -0.06 -0.28 -0.21 1.936
O -0.96156 -1.05174 7.41518 -0.02 0.07 0.09 -0.674
C -2.93567 0.18579 7.66668 -0.11 0.34 -0.30 -2.087
C -4.24063 0.90326 7.26227 0.19 -0.30 -0.11 -1.481
C -4.11269 2.12644 6.38351 -0.29 -0.43 -0.13 0.508
C -4.73919 2.20541 5.14595 -0.22 -0.17 -0.15 -0.124
C -4.69315 3.35497 4.36515 -0.29 -0.61 -0.16 -0.717
C -4.01329 4.43996 4.84164 0.24 0.43 0.30 0.642
Cl -4.01022 5.91384 3.91924 0.11 0.10 -0.05 -0.238
C -3.36736 4.39117 6.06567 0.21 0.14 0.18 -0.969
C -3.41947 3.23248 6.82674 0.24 0.56 0.08 -0.045
C -1.51375 0.37485 5.58847 0.22 0.04 0.48 -2.600
N -0.40485 -0.11560 4.81789 0.21 0.02 0.12 1.883
C -0.46954 -0.44770 3.51388 -0.35 0.02 0.49 -0.230
N 0.72020 -0.84659 3.13138 1.48 -0.47 0.14 0.242
C 1.50293 -0.70860 4.24083 -0.65 0.19 0.09 -0.708
N 0.87056 -0.25441 5.31148 -0.13 -0.05 -0.35 -1.145
H -4.09677 -3.45427 6.61589 0.03 0.03 0.03 0.557
H -4.52239 -1.91378 7.36989 0.10 -0.14 0.00 0.294
H -3.10756 -2.83121 7.93902 -0.06 0.01 -0.06 0.333
H -2.32389 -3.78928 5.20148 0.04 0.11 -0.02 0.421
H -1.02868 -3.10581 6.21021 -0.05 -0.02 0.01 0.353
H -1.28613 -2.50821 4.57156 -0.04 -0.08 0.08 0.255
H -4.31778 -2.30177 4.51903 0.00 0.02 -0.04 0.620
H -3.10608 -1.16903 3.91886 -0.17 0.00 0.05 0.222
H -4.36987 -0.60947 5.03376 0.05 -0.14 -0.08 -0.400
H -1.30896 -1.62184 8.11071 0.02 -0.01 -0.05 0.653
H -2.25418 0.92271 8.10051 0.02 0.01 0.01 0.633
H -3.18088 -0.50761 8.47399 -0.02 0.00 0.05 0.513
H -4.70614 1.21350 8.19934 -0.14 0.06 0.07 0.452
H -4.92308 0.19339 6.79510 -0.05 0.06 0.03 0.546
H -5.29665 1.35213 4.77746 0.06 0.00 -0.05 0.210
H -5.17580 3.40136 3.39734 0.03 -0.10 0.05 0.226
H -2.82905 5.26092 6.41972 0.00 -0.01 -0.01 0.407
H -2.92955 3.20179 7.79422 0.05 0.06 -0.04 0.352
H -1.20689 1.29227 6.09645 0.04 0.02 0.04 0.506
H -2.29383 0.62801 4.87626 -0.01 0.10 -0.05 0.583
H -1.36180 -0.48474 2.76398 -0.24 -0.04 -0.72 0.177
H 2.56056 -0.94840 4.26225 -0.14 0.08 0.02 0.529
C 2.77738 -0.56123 0.61498 0.59 -0.17 -0.35 -0.232
C 4.25273 -1.03258 0.80973 -0.05 -0.03 -0.13 -1.098
N 5.00230 -0.92387 -0.45470 0.00 0.02 0.01 -0.263
C 4.93191 0.47364 -0.90161 -0.10 -0.09 0.01 -0.928
C 3.45286 0.87340 -1.17334 -0.02 0.00 0.11 0.009
N 2.55842 -0.21799 -0.79828 0.31 -0.10 -0.04 0.382
C 2.85572 -1.38097 -1.62683 0.13 0.06 0.15 -0.678
C 4.35515 -1.77522 -1.46226 -0.01 0.08 0.05 -0.661
H 2.55519 0.31642 1.21823 -0.15 0.11 0.03 -0.314
H 2.08029 -1.33942 0.89987 -0.23 -0.06 0.08 0.550
H 4.30519 -2.07669 1.13660 -0.02 0.04 0.00 0.258
H 4.77704 -0.42610 1.55536 -0.04 -0.02 0.00 0.420
H 5.55214 0.57484 -1.79909 -0.02 0.03 0.01 0.321
H 5.37275 1.09585 -0.11604 0.00 -0.02 -0.04 0.386
H 3.30187 1.10050 -2.23169 -0.05 0.01 -0.02 0.432
H 3.15518 1.75592 -0.60163 0.00 0.01 0.00 -0.241
H 2.62457 -1.13403 -2.66697 -0.02 -0.02 -0.01 0.469
H 2.19550 -2.19230 -1.31516 -0.04 0.00 -0.02 0.314
H 4.90955 -1.65548 -2.40045 -0.04 -0.01 0.02 0.252
H 4.46437 -2.81672 -1.14293 -0.02 0.03 -0.01 0.368
C -2.08857 4.76406 -0.16748 -0.06 0.01 0.16 -1.793
C -1.81279 3.30014 0.20400 0.20 0.07 -0.23 2.346
C -2.60469 2.86468 1.44113 0.23 0.07 0.20 -0.699
C -2.26949 2.40481 -0.96282 0.16 0.05 0.05 -1.698
P 0.06196 2.88235 0.48777 -0.55 -1.67 0.76 0.994
C 0.74143 3.77659 -0.98319 0.29 -0.11 -0.14 1.080
C 1.22949 5.07666 -1.09009 -0.03 0.27 -0.18 -0.138
C 1.75617 5.56285 -2.28667 -0.05 0.13 0.18 -0.667
C 1.80022 4.76602 -3.41790 0.03 0.04 0.02 -0.736
C 1.34600 3.45904 -3.32716 -0.15 -0.16 0.10 -0.541
C 0.84375 2.97287 -2.12647 -0.01 -0.07 -0.11 -0.891
C 0.60540 3.89040 2.03180 0.14 0.13 -0.19 2.543
C 0.02910 5.29206 2.24829 0.15 0.03 0.05 -1.596
C 0.27151 3.02518 3.25583 -0.01 0.04 0.11 -1.277
C 2.13930 3.95870 1.94405 0.03 0.01 -0.03 -1.779
H -3.12183 4.85722 -0.52953 0.04 0.00 0.05 0.521
H -1.42477 5.10544 -0.96866 -0.12 0.00 0.04 0.276
H -1.97383 5.44041 0.68733 -0.08 -0.11 -0.24 0.199
H -3.68190 2.92381 1.22794 0.07 0.05 -0.02 0.750
H -2.39374 3.50930 2.31150 -0.10 -0.15 -0.23 -0.493
H -2.37171 1.81054 1.67223 -0.08 0.06 -0.06 -0.875
H -3.36464 2.43319 -1.04252 0.08 0.08 0.01 0.565
H -1.96943 1.37198 -0.75369 -0.08 -0.06 0.03 -0.058
H -1.84450 2.73431 -1.92007 -0.04 -0.01 0.09 0.302
H 1.17273 5.74797 -0.24375 0.06 -0.01 -0.04 0.017
H 2.11659 6.58452 -2.33895 0.00 0.03 0.05 0.410
H 2.18288 5.15471 -4.35516 0.04 0.00 0.03 0.338
H 1.39049 2.81568 -4.19762 -0.03 -0.08 0.01 0.418
H 0.52560 1.93825 -2.03354 0.03 -0.05 -0.03 0.450
H -1.04446 5.24463 2.43068 0.05 0.04 0.05 0.010
H 0.20082 5.96252 1.40104 -0.06 -0.04 0.14 0.095
H 0.49738 5.74707 3.13501 -0.04 -0.04 -0.06 0.546
H -0.76782 3.15076 3.57711 0.10 -0.07 -0.06 -0.133
H 0.92459 3.29327 4.10172 -0.10 0.03 -0.12 0.669
H 0.42562 1.97037 3.00768 0.02 -0.02 0.07 -0.301
H 2.48286 4.58970 1.11947 0.01 -0.06 0.08 0.361
H 2.54271 2.95112 1.79290 -0.03 0.08 0.01 0.062
H 2.55619 4.35658 2.87996 -0.08 0.00 -0.06 0.592
C -1.55031 -1.88868 -0.82233 -0.25 -0.22 -0.06 -1.390
C -2.33530 -1.64336 0.49400 0.13 0.37 0.36 0.519
C -2.21549 -2.96111 1.34170 -0.15 -0.17 -0.34 -1.303
C -3.84968 -1.50532 0.11713 0.02 -0.34 -0.22 -1.777
N -1.88149 -0.50462 1.20898 0.15 -0.03 0.14 -0.554
H -1.88626 -2.79146 -1.37768 0.05 0.17 0.09 0.436
H -0.49252 -1.99136 -0.57113 0.05 0.00 -0.03 -0.124
H -1.66282 -1.01140 -1.46597 0.05 -0.02 0.01 0.254
H -2.55611 -3.86516 0.78333 0.11 0.21 0.23 0.524
H -2.82838 -2.85834 2.24590 0.06 -0.02 -0.07 0.038
H -1.17051 -3.09842 1.64071 -0.06 0.04 -0.02 0.213
H -4.29395 -2.45195 -0.27480 0.10 0.32 0.06 0.363
H -3.96127 -0.71654 -0.63907 0.00 -0.09 0.13 0.292
H -4.39095 -1.19822 1.01554 0.02 -0.03 -0.03 0.283
```
Forces are in eV/Å.

The relative energy (zero: lowest compared OMol25 entry of this formula, charge and spin) comes out at 269.10 kJ/mol. The value obtained for the HOMO energy is 1.69 eV. Its net charge is -2. The LUMO energy is 3.9692 eV. As for the frontier orbital gap: 0.0836 hartree.

***

# 4
Formula: C4H13N2O
Source: the OMol25 dataset
Level of theory: wB97M-V/def2-TZVPD

```
20
Properties=species:S:1:pos:R:3:forces:R:3:nbo_charge:R:1
C -3.09356 -0.44823 -0.63244 -0.07 0.81 -0.31 -0.604
C -1.82398 0.25131 -1.09398 0.81 -0.06 -1.29 -0.459
C -0.71915 0.15938 -0.09024 -0.58 0.06 0.05 0.219
C 0.35082 -0.59320 -0.26050 0.61 0.20 0.07 -0.108
N 1.32688 -0.63727 0.84208 -0.24 -1.30 -0.63 -0.714
N -0.84664 0.83641 1.17034 -0.11 0.00 -0.05 -0.889
H -3.40561 -0.09088 0.34440 -0.03 -0.27 0.25 0.204
H -3.89025 -0.16049 -1.30842 -0.22 -0.20 -0.14 0.239
H -2.95422 -1.52251 -0.67567 -0.13 -0.12 0.27 0.221
H -1.48773 -0.21079 -2.03430 0.05 -0.27 0.30 0.226
H -1.94406 1.28019 -1.46201 -0.34 0.08 0.76 0.236
H 0.66893 -1.12491 -1.14746 -0.32 -0.02 0.07 0.235
H 1.27778 -1.56453 1.26149 0.18 -0.13 0.14 0.427
H 0.99913 0.01615 1.56254 0.23 0.58 -0.10 0.467
H 2.28517 -0.51927 0.45858 0.05 0.73 0.64 0.476
H -1.60113 0.42215 1.72017 0.15 0.20 -0.11 0.396
H -1.09688 1.80878 0.99346 -0.03 -0.15 0.20 0.397
H 3.99456 0.13683 -1.01540 0.11 -0.01 0.06 0.496
H 4.34433 1.04148 0.17278 -0.34 -0.50 0.00 0.509
O 3.83616 0.24448 -0.06908 0.21 0.39 -0.19 -0.972
```
Forces are in eV/Å.

The relative energy (zero: lowest compared OMol25 entry of this formula, charge and spin) comes out at 138.47 kJ/mol. The value obtained for the HOMO energy is -14.15 eV. Its net charge is +1. The LUMO energy is -2.9648 eV. As for the frontier orbital gap: 0.4110 hartree.